No. 1
Molecular formula: C34H42N7O3SSiV
Method: DFT, ωB97M-V with the def2-TZVPD basis set

Computed properties:
LUMO energy (alpha / beta), eV: -2.96 / -3.46
Kohn-Sham gap (alpha / beta), eV: 6.720 / 6.902
Calculated total energy, eV: -96904.738
Net charge: +1
Energy relative to the best compared isomer or geometry (same formula, charge and spin), kcal per mole: 169.67
HOMO energy (alpha / beta), hartree: -0.35566 / -0.38085
2S+1: 4
<S²>: 3.7720

Element x y z (Å)
1 V 0.058 -1.024 -0.578
2 N -2.052 -1.170 -0.876
3 N -2.814 -1.978 -0.015
4 C -2.238 -2.757 0.880
5 N -3.018 -3.432 1.743
6 S -0.547 -2.895 0.954
7 H -1.969 0.286 -0.935
8 H -2.262 -1.469 -1.824
9 H -3.812 -1.821 0.015
10 H -4.020 -3.453 1.660
11 H -2.583 -4.051 2.404
12 O 3.855 3.056 5.158
13 C 3.728 1.713 5.205
14 O 3.968 1.114 6.211
15 C 3.266 1.033 3.948
16 C 3.405 1.589 2.681
17 C 2.916 0.925 1.566
18 C 2.282 -0.299 1.718
19 C 2.165 -0.876 2.981
20 C 2.669 -0.215 4.087
21 N 1.808 -0.982 0.564
22 C 2.467 -2.103 0.305
23 C 2.204 -2.770 -0.917
24 C 2.637 -4.134 -1.152
25 C 1.628 -4.895 -1.968
26 C 0.516 -3.675 -3.759
27 C -0.100 -1.756 -3.391
28 N 1.401 -2.140 -1.753
29 H 3.512 3.408 4.329
30 H 3.905 2.540 2.537
31 H 3.021 1.351 0.576
32 H 1.674 -1.837 3.085
33 H 2.591 -0.643 5.077
34 H 3.226 -2.470 0.990
35 H 3.164 -4.631 -0.349
36 H 1.594 -5.948 -1.718
37 H 0.621 -3.970 -4.796
38 H -0.440 -1.581 -4.408
39 C -3.787 2.915 0.135
40 Si -1.953 2.535 -0.047
41 C -1.080 4.141 -0.441
42 C -2.174 0.411 1.741
43 N -1.638 1.281 -1.197
44 C -1.471 1.514 -2.561
45 C -1.953 2.628 -3.252
46 C -1.630 2.859 -4.580
47 C -0.814 1.981 -5.270
48 C -0.353 0.836 -4.632
49 C -0.722 0.604 -3.322
50 O -0.330 -0.559 -2.628
51 C 1.273 -2.394 -3.232
52 C -0.673 -3.156 -3.021
53 C 0.294 -4.453 -2.577
54 C 2.973 -4.508 -2.597
55 C 3.366 -3.396 -3.528
56 C 2.636 -2.320 -3.827
57 H -4.240 2.408 0.989
58 H -4.324 2.593 -0.761
59 H -3.973 3.984 0.258
60 H -1.095 4.815 0.415
61 H -1.601 4.660 -1.246
62 H -0.044 3.998 -0.755
63 H -2.383 0.038 2.736
64 H -0.226 0.037 2.100
65 H -2.928 0.169 1.006
66 H -2.597 3.328 -2.737
67 H -2.017 3.741 -5.073
68 H -0.535 2.174 -6.297
69 H 0.300 0.155 -5.159
70 H -1.692 -3.469 -3.212
71 H -0.398 -5.285 -2.663
72 H 3.648 -5.352 -2.654
73 H 4.388 -3.465 -3.884
74 H 3.014 -1.497 -4.417
75 C -2.184 3.380 3.143
76 C -1.010 2.444 2.828
77 C -0.768 1.559 4.055
78 C 0.250 3.276 2.590
79 C -1.399 1.660 1.563
80 N -0.773 0.312 1.289
81 H -1.982 3.939 4.059
82 H -3.110 2.819 3.289
83 H -2.350 4.106 2.345
84 H -0.392 2.180 4.869
85 H -0.008 0.792 3.885
86 H -1.680 1.083 4.417
87 H 0.499 3.834 3.496
88 H 0.130 3.993 1.782
89 H 1.092 2.631 2.347

Atomic forces in eV per Å
-0.30 0.26 0.77
-0.10 -1.48 0.40
0.19 -0.16 -0.20
-0.24 -0.13 -0.03
0.06 0.02 0.07
0.19 0.06 -0.11
0.07 0.78 -0.31
-0.04 -0.14 0.06
0.00 -0.02 0.00
0.00 -0.01 -0.02
0.00 0.01 0.01
-0.01 0.00 0.03
0.07 -0.02 -0.05
-0.02 0.00 0.01
0.00 0.04 0.02
-0.03 -0.03 -0.02
-0.06 0.06 0.03
-0.13 0.11 0.04
-0.01 0.01 -0.04
-0.06 0.03 0.05
0.06 -0.22 -0.29
0.05 0.01 -0.08
-0.12 0.04 -0.08
-0.02 -0.02 0.04
0.00 0.01 0.00
0.02 0.02 -0.10
-0.11 -0.15 0.06
-0.03 -0.01 0.02
0.00 0.00 -0.01
0.04 0.00 0.01
0.01 -0.01 0.00
0.00 0.00 0.00
0.01 0.00 0.00
-0.03 -0.08 -0.01
-0.02 0.00 0.01
-0.01 0.00 -0.01
0.01 0.00 0.00
0.10 0.05 -0.03
-0.02 -0.02 -0.05
-0.01 0.17 0.39
0.05 -0.09 -0.15
0.02 -0.03 0.01
0.02 0.98 -0.26
0.11 -0.12 -0.32
0.02 0.00 0.11
0.00 0.04 -0.05
-0.01 0.01 0.02
-0.03 0.02 0.01
-0.10 -0.12 0.29
0.20 0.12 -0.30
-0.03 0.08 0.17
0.07 -0.03 0.00
-0.06 0.07 0.03
0.03 -0.03 0.03
-0.03 -0.01 0.01
0.00 -0.03 -0.05
0.01 -0.03 -0.01
-0.01 0.02 0.00
0.03 0.01 0.01
-0.03 -0.02 0.01
0.02 -0.01 -0.03
0.02 0.01 0.04
-0.01 0.02 0.01
0.11 -0.03 -0.04
0.01 -0.06 -0.04
-0.01 0.00 0.03
0.00 0.00 0.00
0.00 0.00 0.00
-0.01 0.00 0.01
-0.01 0.03 0.01
0.01 -0.01 0.01
0.01 0.01 -0.02
0.00 0.00 -0.01
0.00 0.01 0.01
0.04 0.01 0.03
-0.09 0.09 -0.01
0.02 -0.03 -0.01
0.06 -0.05 0.04
0.04 -0.07 -0.03
-0.01 0.10 -0.05
0.01 0.01 -0.01
0.00 -0.01 0.01
-0.01 0.01 0.00
-0.02 0.02 0.01
0.01 -0.01 0.01
0.00 -0.02 -0.02
0.00 0.01 -0.01
0.00 -0.01 0.00
0.02 -0.03 -0.01



No. 2
Molecular formula: C34H42PPb
Method: DFT, ωB97M-V with the def2-TZVPD basis set

Computed properties:
LUMO energy (alpha / beta), eV: -3.58 / -4.56
Kohn-Sham gap (alpha / beta), eV: 5.980 / 5.121
Calculated total energy, eV: -50466.290
Net charge: +1
HOMO energy (alpha / beta), hartree: -0.35117 / -0.35566

Element x y z (Å)
1 C 1.419 -3.304 -0.491
2 C 2.388 -2.640 -1.296
3 C 1.887 -2.589 -2.625
4 C 0.581 -3.153 -2.633
5 C 0.295 -3.608 -1.318
6 Pb -0.046 -0.295 -0.347
7 C -2.676 2.071 -1.153
8 C -2.585 1.396 0.074
9 H -2.609 1.980 1.002
10 C -2.383 -0.009 0.195
11 H -2.813 -0.694 -0.556
12 H -2.358 -0.421 1.211
13 C -3.076 3.523 -1.140
14 H -2.594 4.049 -0.305
15 H -2.766 3.982 -2.084
16 H -4.166 3.662 -1.040
17 C -3.116 1.273 -2.365
18 H -2.267 0.710 -2.774
19 H -3.917 0.546 -2.139
20 H -3.479 1.937 -3.156
21 C 3.679 -2.070 -0.849
22 H 3.673 -1.851 0.226
23 H 4.510 -2.766 -1.039
24 H 3.908 -1.138 -1.384
25 C 2.599 -2.015 -3.785
26 H 2.538 -0.914 -3.812
27 H 3.667 -2.278 -3.753
28 H 2.182 -2.397 -4.726
29 C -0.318 -3.233 -3.802
30 H -0.308 -2.301 -4.382
31 H -0.018 -4.042 -4.483
32 H -1.351 -3.428 -3.492
33 C -0.946 -4.284 -0.883
34 H -1.830 -3.858 -1.378
35 H -0.921 -5.356 -1.134
36 H -1.092 -4.208 0.204
37 C 1.540 -3.631 0.951
38 H 0.691 -3.248 1.545
39 H 1.575 -4.725 1.099
40 H 2.460 -3.211 1.379
41 C -0.007 1.308 -1.993
42 C -0.520 2.543 -1.694
43 C 0.358 0.979 -3.292
44 C -0.287 3.620 -2.600
45 H -0.517 2.684 -0.583
46 C 0.421 2.007 -4.258
47 H 0.575 -0.049 -3.572
48 C 0.146 3.327 -3.900
49 H -0.478 4.652 -2.294
50 H 0.712 1.764 -5.286
51 H 0.234 4.127 -4.647
52 C 2.679 1.282 2.340
53 P 0.969 0.707 2.132
54 C 0.714 -0.514 3.459
55 C -0.585 -0.998 3.724
56 C -0.779 -2.047 4.626
57 C 0.317 -2.634 5.269
58 C 1.609 -2.166 5.006
59 C 1.811 -1.119 4.105
60 C 0.004 2.202 2.529
61 C 0.201 3.332 1.705
62 C -0.663 4.423 1.785
63 C -1.704 4.425 2.722
64 C -1.857 3.340 3.591
65 C -0.994 2.243 3.515
66 H 3.388 0.460 2.158
67 H 2.803 1.662 3.362
68 H 2.887 2.091 1.622
69 H -1.450 -0.547 3.232
70 H -1.790 -2.408 4.826
71 H 0.163 -3.456 5.972
72 H 2.468 -2.621 5.505
73 H 2.824 -0.766 3.908
74 H 1.038 3.357 0.998
75 H -0.513 5.281 1.122
76 H -2.384 5.278 2.778
77 H -2.654 3.347 4.337
78 H -1.099 1.424 4.226

Atomic forces in eV per Å
2.25 1.28 -0.38
-1.17 -0.62 1.03
0.09 0.13 0.80
-0.97 -0.76 2.03
-0.51 0.58 -2.91
0.58 -1.06 -0.74
-2.66 -0.48 0.30
0.52 -0.91 0.03
0.43 -0.04 -0.31
-1.26 0.69 0.42
0.48 0.37 0.25
-0.24 0.12 -0.41
0.23 0.22 0.02
-0.11 -0.04 -0.19
-0.20 0.07 0.24
0.30 -0.29 -0.04
0.39 -0.08 -0.30
-0.31 0.01 -0.02
0.29 0.39 0.11
0.10 -0.09 0.14
0.71 0.04 0.03
0.05 -0.02 -0.19
-0.05 0.23 0.10
-0.01 -0.18 0.17
0.28 -0.07 -0.48
0.05 -0.26 0.05
-0.25 0.12 -0.03
0.12 0.16 0.18
-0.26 -0.13 -0.53
-0.05 -0.16 0.04
-0.14 0.14 0.04
0.17 0.02 -0.12
-0.41 -0.31 0.22
0.17 -0.14 0.12
-0.06 0.22 0.09
0.01 -0.02 -0.25
0.11 -0.08 0.39
0.18 -0.14 -0.21
-0.05 0.33 0.00
-0.24 -0.15 -0.10
0.01 -1.85 0.02
2.68 1.94 1.56
-0.01 0.81 -0.70
-0.46 -0.49 -0.24
-0.49 0.85 -1.38
-0.01 -0.82 0.15
0.17 0.16 0.02
-0.42 0.43 0.37
0.01 -0.33 -0.17
-0.10 0.13 0.39
0.07 -0.38 0.44
0.43 0.01 -0.10
-0.08 0.58 0.35
-0.10 -0.50 0.09
0.30 -0.12 0.01
0.15 0.08 0.00
0.09 0.19 -0.19
-0.17 -0.01 0.00
-0.34 0.14 -0.09
-0.24 0.52 0.24
-0.20 -0.23 0.13
0.10 0.00 0.23
0.06 -0.17 -0.10
0.09 0.17 -0.05
0.04 0.09 -0.32
-0.19 0.32 -0.01
0.05 -0.07 -0.23
-0.08 -0.35 0.28
0.28 -0.20 0.13
0.33 0.12 -0.06
0.06 0.29 -0.24
-0.31 0.16 -0.17
-0.30 -0.16 0.10
-0.38 -0.05 0.12
-0.05 -0.30 0.29
0.22 -0.32 0.00
0.29 0.03 -0.20
-0.04 0.21 -0.24